(1)
Below is a 13-piece molecular cluster, C16H58N20O16 overall in a non-equilibrium geometry, with properties calculated with ωB97M-V/def2-TZVPD.

```
110
Properties=species:S:1:pos:R:3:forces:R:3
O 4.176139 -18.251923 -12.857536 -0.72 -1.23 0.30
O 7.605143 -11.866560 -6.046549 0.08 -0.94 -0.59
O 5.662634 -17.081398 -9.317530 -1.25 -1.80 0.49
O 8.722457 -15.726431 -7.266467 0.42 0.95 -1.41
O 2.669669 -14.558986 -11.553539 -0.02 -0.76 0.90
O 0.599248 -17.802538 -9.174434 -1.20 -0.55 0.80
O 6.084011 -17.235790 -14.372269 -1.14 2.01 2.46
O 10.789670 -19.826444 -10.244133 0.98 -0.24 -0.75
O 6.419847 -10.704808 -8.341307 -0.26 -0.70 0.03
O 4.423688 -17.803265 -6.072965 1.67 1.70 0.26
O 8.199779 -13.730130 -11.995652 -1.77 -1.37 -0.70
O 7.246378 -19.793005 -12.030690 3.40 3.90 -3.88
O 7.596032 -18.364202 -6.664209 0.36 -1.42 -1.89
O 2.128090 -18.986979 -15.116828 0.71 -1.51 0.13
O 10.975491 -19.438717 -14.563244 -0.71 0.69 0.36
O 2.414524 -13.310593 -5.992979 0.96 0.75 -0.89
N 3.646728 -19.812882 -6.102240 -1.94 -4.55 2.56
N 2.511497 -16.768970 -9.606658 3.95 -0.02 2.32
N 3.605702 -14.314252 -7.645333 1.27 1.27 -1.54
N 4.293254 -13.788818 -12.751763 3.80 0.46 -7.22
N 9.171589 -18.309798 -10.358675 -1.50 5.02 -3.98
N 7.110505 -21.401747 -10.504526 1.88 -0.56 0.69
N 9.206324 -19.638458 -8.749688 -2.57 -2.86 6.06
N 9.447637 -12.750122 -10.502422 0.87 2.60 5.07
N 4.354941 -13.285407 -10.716168 0.60 0.78 2.72
N 9.354952 -18.400333 -13.404405 -1.72 3.34 1.59
N 3.287730 -15.322121 -5.652883 0.98 -1.07 -0.08
N 6.566950 -16.818000 -11.432581 -0.39 -2.21 -1.80
N 6.644332 -15.277184 -9.957753 1.14 5.15 1.12
N 5.653476 -18.333046 -16.260701 -1.53 -0.78 -1.46
N 9.366847 -20.608109 -13.586890 -1.16 -1.43 0.32
N 5.332700 -20.362803 -11.155414 -4.03 0.93 0.28
N 7.708881 -17.890714 -15.642393 4.70 -0.29 -1.57
N 0.933286 -16.361754 -10.928750 -3.13 0.48 -2.15
N 10.400779 -13.866137 -12.034043 4.38 -2.49 -3.16
N 4.178634 -18.912630 -7.974529 0.60 0.25 -5.64
C 6.274432 -12.103990 -8.039625 0.51 0.27 -0.29
C 9.300148 -13.547704 -11.499039 -3.98 1.31 -0.88
C 2.424475 -17.726602 -14.602935 0.48 0.98 1.84
C 9.933781 -19.463877 -13.870892 4.61 -1.68 -2.90
C 6.632421 -20.398965 -11.247200 -2.77 -4.16 2.67
C 1.245229 -17.004848 -9.816517 -0.60 -0.76 -1.18
C 7.899059 -17.353054 -5.787988 -0.20 0.96 1.74
C 3.129143 -14.224218 -6.417543 -3.27 -0.85 4.02
C 4.136518 -18.794516 -6.723770 -0.75 1.35 4.24
C 6.160905 -16.431588 -10.217761 1.31 -1.29 -0.18
C 9.057334 -16.398539 -6.108833 -0.23 -1.62 1.10
C 7.421169 -12.655661 -7.246075 -0.31 0.68 1.61
C 3.752276 -13.989310 -11.644613 -3.66 0.12 2.49
C 2.893733 -17.726645 -13.046903 -1.26 -0.08 -1.68
C 9.772425 -19.294256 -9.824217 3.51 -1.63 -1.11
C 6.465358 -17.779704 -15.378029 -1.57 -0.44 0.19
H 6.878318 -16.206107 -12.173357 -0.13 0.18 0.36
H 4.829406 -20.793728 -10.393109 0.28 0.12 -0.29
H 8.528445 -20.522601 -13.030221 -0.06 -1.06 0.10
H 4.664014 -18.329390 -16.058081 0.30 -0.37 -0.23
H 3.656933 -19.891153 -5.095327 -0.09 0.41 -0.35
H 6.484626 -21.903571 -9.890882 0.78 0.04 0.00
H 7.160614 -13.683500 -6.993574 0.20 0.03 0.38
H 6.966075 -16.793631 -5.719661 0.19 0.64 0.61
H 9.585374 -18.010451 -11.230036 -0.48 0.06 0.04
H 5.332804 -12.246994 -7.509546 0.13 0.21 0.06
H 11.268986 -13.476334 -11.695856 -0.09 -0.34 -0.55
H 8.361801 -19.183804 -8.433197 0.47 -0.10 0.46
H 8.078305 -17.861050 -4.840409 0.14 0.35 0.36
H 4.564769 -18.088102 -8.411735 0.07 -0.29 -1.10
H 8.394461 -17.542898 -14.987341 -0.32 -0.36 -0.28
H 8.028831 -18.533156 -16.353031 0.21 0.29 0.19
H 8.383836 -12.693485 -7.755916 0.07 0.02 -0.50
H 10.286929 -14.209190 -12.977144 0.71 -0.06 0.11
H 6.568403 -17.796620 -11.682381 -0.51 -0.04 -0.09
H 6.508749 -14.855357 -9.050125 -0.11 -0.19 -0.22
H 7.352928 -10.512168 -8.458941 0.12 0.05 -0.22
H 10.368287 -12.782380 -10.088337 -0.28 0.41 0.44
H 2.085042 -18.939725 -16.074700 -0.11 0.03 0.00
H 6.842928 -18.097463 -7.196456 -0.19 0.15 -0.07
H 7.056683 -14.748725 -10.713268 0.26 0.39 0.26
H 10.011856 -16.909725 -6.234021 -0.02 -0.56 -0.14
H 4.786243 -19.792164 -11.784577 0.03 0.40 -0.10
H 8.274946 -17.935611 -10.082751 0.38 -0.12 -0.02
H 9.527618 -15.788597 -7.785552 -0.31 0.32 -0.60
H 9.735613 -20.180403 -8.081665 -0.35 -0.03 -0.17
H 3.042543 -16.190098 -10.241481 0.09 -0.22 0.45
H 4.791323 -17.710224 -13.357247 0.69 0.18 -0.42
H 2.118131 -18.274606 -12.511857 0.41 -0.24 0.33
H 3.267115 -13.470675 -8.085591 0.02 -0.57 -0.94
H 7.743027 -10.975318 -6.375587 -0.12 0.28 0.30
H 9.270557 -15.739456 -5.267261 -0.55 0.30 0.23
H 6.264115 -12.742152 -8.923222 -0.36 0.25 -0.63
H 5.253187 -12.917750 -10.995624 -0.17 0.12 1.13
H 6.070024 -18.865302 -17.011229 -0.71 0.06 0.07
H 0.018950 -16.476233 -11.342252 0.21 0.04 0.24
H 3.724915 -16.126658 -6.079128 0.11 -0.24 0.45
H 1.640829 -15.842787 -11.428900 -0.66 0.10 0.20
H 3.178448 -20.554722 -6.602738 0.26 0.05 0.24
H 1.499075 -17.183303 -14.794149 0.30 1.03 0.60
H 3.293434 -17.257067 -15.063964 -0.08 0.23 -0.64
H 5.078113 -13.154374 -12.791575 -0.05 -0.39 -0.55
H 4.106418 -14.355015 -13.566998 -0.15 0.20 0.24
H 3.593761 -19.587868 -8.445765 0.34 0.37 -0.19
H 9.805883 -21.430634 -13.975197 -0.39 0.17 0.36
H 8.699006 -12.555253 -9.853061 -0.02 -0.16 -0.33
H 2.784423 -15.494537 -4.794370 0.03 0.59 -0.40
H 2.932899 -16.717174 -12.637600 -0.56 0.24 -0.52
H 9.744415 -17.481809 -13.561643 0.10 -0.43 0.09
H 8.117901 -21.380714 -10.435211 -0.10 -0.59 0.66
H 3.987376 -13.303511 -9.775599 0.57 0.24 -0.31
H 8.448913 -18.523466 -12.975415 0.04 0.39 0.15
H 3.809534 -15.211505 -8.061849 -0.27 0.39 -0.34
H 2.917040 -17.317520 -8.861857 0.22 0.41 -0.35
```
Forces are in eV/Å.

Values from the calculation:
**HOMO level**: -9.0 eV
**Kohn-Sham gap**: 8.601 eV
**Total charge**: 0
**Relative energy (zero: lowest compared OMol25 entry of this formula, charge and spin)**: 123.5 kcal per mole
**E_LUMO**: -0.01335 Eh
**Strongest force on any atom**: 8.17 eV/Å

(2)
Below is a 11-piece molecular cluster, C16H58N4O11 overall in a non-equilibrium geometry, with properties calculated with ωB97M-V/def2-TZVPD.

```
89
Properties=species:S:1:pos:R:3:forces:R:3
O -3.187975 3.549032 -4.712513 -0.04 -0.22 -0.18
O -2.756290 4.525202 -2.153153 0.55 0.07 -0.07
O -0.156813 0.655829 5.419288 0.07 -0.04 -0.15
O -0.448405 1.052384 0.656692 0.46 -0.21 -0.11
O 1.480958 -1.470663 -2.625979 0.06 0.07 -0.12
O -0.718027 -5.269901 -1.980736 -0.25 0.27 -0.49
O -5.571632 -2.219422 -0.224457 -0.19 -0.39 0.25
O -4.076331 2.947750 -0.300287 0.48 0.04 0.22
O 0.853525 6.000924 -0.970419 0.27 -1.71 -0.52
O -5.199577 0.110602 -1.825532 0.07 0.08 0.07
O 4.624451 -3.264432 3.118388 0.07 -0.10 -0.33
N -2.374601 -3.841011 -0.355402 -0.32 -0.78 -0.22
N 1.517776 -1.364356 3.117225 0.73 0.10 -0.14
N 3.081137 6.336988 0.553968 0.05 0.50 0.20
N -2.611512 -0.970545 -1.456137 1.19 -1.02 0.32
C 1.130555 4.976209 -0.037098 -0.06 0.11 1.87
C -0.907553 -3.857205 -0.094367 -0.99 0.01 0.12
C 2.771345 4.277231 1.785444 -0.80 0.15 0.77
C -0.596968 -5.306927 -3.384635 0.65 -0.97 -0.49
C 1.088119 5.526667 -2.290179 0.03 1.09 -0.57
C -0.621608 -4.945811 0.957865 0.29 -0.02 -0.84
C -1.356284 0.988013 -2.095920 0.46 -0.20 -0.27
C 3.859120 -2.072668 3.149233 0.01 -0.33 1.21
C 6.017364 -3.046342 3.101371 -0.02 -0.23 -0.13
C 2.461881 -2.379516 2.658301 0.12 -1.20 -0.46
C -1.606231 0.311883 0.337332 -0.21 -0.06 0.01
C -0.207485 -4.055948 -1.448929 -0.21 -0.14 1.10
C 2.407259 -2.628364 1.147295 0.26 0.58 -0.63
C -1.438347 -0.176430 -1.095672 -0.05 1.62 -0.03
C -0.372185 1.515007 1.970948 -0.95 0.32 1.04
C 2.590232 4.976482 0.427665 1.03 -0.45 -0.16
H 3.542829 4.687386 2.441469 0.27 0.32 -0.54
H 1.918270 -1.729271 -3.445475 -0.03 0.03 0.08
H -2.539543 -4.535490 -1.088552 0.10 0.26 -0.06
H 1.466437 -0.506145 -2.649272 -0.03 -0.09 0.04
H 2.755553 -1.770323 0.554534 -0.31 0.31 0.33
H -2.845596 -4.282603 0.430831 0.06 0.30 0.21
H 1.860640 4.463963 2.366197 -0.02 -0.23 0.04
H 1.015696 6.434937 -2.892992 -0.17 -0.26 -0.29
H -2.633873 -1.815560 -0.863540 -0.20 0.35 -0.24
H 3.171015 4.399616 -0.309615 0.05 0.06 -0.11
H -4.013543 3.099595 0.649014 -0.04 -0.02 -0.08
H -0.958236 0.655378 -3.063132 -0.36 -0.34 -0.02
H -0.730316 -2.849945 0.296118 0.64 -0.13 -0.04
H -1.726886 -0.590918 0.956633 0.32 0.02 0.30
H -2.418104 -1.356980 -2.379375 -0.37 0.14 -0.08
H -2.359709 1.382493 -2.253062 0.07 0.29 0.06
H 2.166818 -3.329739 3.120845 0.15 0.11 0.19
H 0.862304 3.941521 -0.285675 -0.10 0.19 -0.87
H 0.609411 -1.637037 2.756788 -0.05 0.54 -0.13
H -5.752957 -0.576368 -1.429687 0.35 0.15 -0.08
H -1.046928 0.978390 2.652067 0.32 -0.46 -0.09
H 0.370118 4.780385 -2.638399 -0.26 0.06 0.27
H 0.871246 -4.108722 -1.271244 0.07 -0.06 -0.25
H -0.441000 -0.639144 -1.086148 -0.28 -0.65 -0.17
H 0.434430 -5.093323 1.194402 -0.01 0.33 0.12
H -3.659524 2.809695 -4.302213 0.04 0.14 -0.03
H -0.742849 2.541567 2.111491 0.31 0.14 -0.50
H -1.015977 -4.450301 -3.915633 0.10 0.31 0.30
H 0.506159 5.148208 0.847839 0.03 0.48 -0.09
H 6.338759 -2.813525 2.083406 0.16 0.23 -0.01
H 3.056702 6.865173 -0.307926 -0.30 -0.14 -0.07
H 4.037365 6.366557 0.882735 -0.03 -0.19 0.07
H -2.329225 4.169734 -2.949999 -0.37 0.10 0.11
H 3.771489 -1.811038 4.217753 0.04 0.46 -0.29
H 2.959016 3.203203 1.796399 -0.21 -0.04 -0.52
H -0.795489 -0.046734 5.578199 0.07 0.03 0.01
H -4.977601 -2.979135 -0.277509 0.04 0.20 -0.08
H 1.376543 -2.827070 0.848146 0.14 -0.08 -0.07
H -1.200051 -4.731979 1.854698 0.13 -0.05 0.15
H -3.282093 3.371874 -0.677206 -0.56 0.01 0.01
H -0.629467 1.756011 -1.820969 -0.34 0.11 0.47
H 3.063373 -3.408182 0.752110 -0.17 -0.40 0.58
H 0.531745 0.239248 4.881591 -0.07 -0.10 0.10
H 4.354558 -1.256264 2.605044 -0.14 -0.07 -0.11
H 0.643568 1.456534 2.362681 0.03 -0.01 -0.19
H -0.953028 -5.894928 0.530121 -0.12 -0.01 0.13
H -1.081059 -6.188750 -3.811864 -0.30 -0.03 0.53
H -3.005750 5.423685 -2.388780 0.01 -0.03 0.11
H -6.374665 -2.555342 0.192058 0.11 0.04 -0.04
H 1.854781 -0.516387 2.661863 -0.82 0.17 -0.01
H -2.503741 0.906459 0.529814 -0.12 0.12 -0.46
H 6.511597 -3.967538 3.404475 -0.10 -0.09 -0.01
H -3.870590 4.209941 -4.872830 0.02 -0.08 0.03
H -0.417280 -3.220387 -2.118314 -0.02 0.07 0.03
H 2.084071 5.116876 -2.494064 0.14 0.00 0.54
H 6.337680 -2.264552 3.794003 -0.10 0.15 0.00
H -4.300330 -0.070639 -1.465262 -0.61 -0.08 -0.36
H 0.457296 -5.464743 -3.644223 0.05 0.48 -0.16
```
Forces are in eV/Å.

Values from the calculation:
**HOMO level**: -8.9 eV
**Kohn-Sham gap**: 9.125 eV
**Structure (SMILES)**: COC[C@H](C)N.COC[C@H](C)N.COC[C@H](C)N.COC[C@H](C)N.O.O.O.O.O.O.O
**Total charge**: 0
**Relative energy (zero: lowest compared OMol25 entry of this formula, charge and spin)**: 40.3 kcal per mole
**E_LUMO**: 0.00735 Eh
**Strongest force on any atom**: 1.88 eV/Å

- The highest strongest force on any atom belongs to which entry?
  C16H58N20O16